i:
Below is a 3-piece molecular cluster, C6H14O2 overall, with properties calculated with the ωB97M-V functional and the def2-TZVPD basis.

Each atom is followed by the atoms it is bonded to, with distances in Å.
Geometry (Å):
1 C -2.115 -0.166 -2.114  C2 1.540, H7 1.094, H8 1.105, H9 1.089
2 C -0.678 0.385 -2.062  C1 1.540, C3 1.519, H10 1.106, H11 1.090
3 C -0.091 0.748 -0.709  C2 1.519, C4 1.379, C6 1.428
4 C -0.604 0.227 0.460  C3 1.379, H12 1.088, H13 1.085
5 C 2.017 1.749 0.110  C6 1.382, H14 1.095, H15 1.074
6 C 0.887 1.789 -0.686  C3 1.428, C5 1.382, H16 1.097
7 H -2.896 0.600 -2.103  C1 1.094
8 H -2.128 -1.028 -1.423  C1 1.105
9 H -2.331 -0.679 -3.050  C1 1.089
10 H -0.820 1.306 -2.659  C2 1.106
11 H -0.050 -0.371 -2.532  C2 1.090
12 H -0.425 0.815 1.358  C4 1.088
13 H -1.516 -0.348 0.585  C4 1.085
14 H 2.692 2.604 -0.005  C5 1.095
15 H 2.177 1.072 0.928  C5 1.074
16 H 0.868 2.537 -1.487  C6 1.097
17 H 2.756 -2.910 -0.062  O19 0.975
18 H 2.155 -1.889 1.006  O19 0.954
19 O 2.117 -2.778 0.662  H17 0.975, H18 0.954
20 H -0.406 -0.541 4.804  O22 0.967
21 H -0.892 -1.676 4.027  O22 0.966
22 O -0.717 -1.445 4.949  H20 0.967, H21 0.966

Values from the calculation:
Charge: -1
Spin multiplicity: 2
<S²>: 0.761

Let us look at the Mulliken charges, expressed in e, one per atom:
1. C -1.2610
2. C -0.2509
3. C 0.4093
4. C -0.9525
5. C -0.9768
6. C -0.5084
7. H 0.2855
8. H 0.3091
9. H 0.3584
10. H 0.2318
11. H 0.1615
12. H 0.2787
13. H 0.2673
14. H 0.2290
15. H 0.3332
16. H 0.2107
17. H 0.3460
18. H 0.3629
19. O -0.8006
20. H 0.3247
21. H 0.3508
22. O -0.7087

ii:
Below is a 2-piece molecular cluster, C6H14O2 overall, with properties calculated with the ωB97M-V functional and the def2-TZVPD basis.

Each atom is followed by the atoms it is bonded to, with distances in Å.
Geometry (Å):
1 C -1.547 -0.698 -1.413  O2 1.528, C3 1.572, H8 1.087, H9 1.258
2 O -2.408 0.170 -2.330  C1 1.528, H10 0.917
3 C -1.622 -0.135 0.052  C1 1.572, C4 1.556, H11 1.080, H12 1.091
4 C -0.290 0.550 0.475  C3 1.556, C5 1.558, H13 1.190, H14 1.131
5 C 0.838 -0.498 0.715  C4 1.558, C6 1.390, C7 1.496
6 C 2.052 -0.556 0.041  C5 1.390, H15 1.091, H16 1.120
7 C 0.450 -1.494 1.761  C5 1.496, H17 1.089, H18 1.075, H19 1.118
8 H -1.998 -1.684 -1.495  C1 1.087
9 H -0.496 -0.874 -2.083  C1 1.258
10 H -2.911 0.824 -1.930  O2 0.917
11 H -2.039 -0.892 0.700  C3 1.080
12 H -2.513 0.489 0.137  C3 1.091
13 H -0.515 1.161 1.471  C4 1.190
14 H 0.156 1.268 -0.276  C4 1.131
15 H 2.225 0.302 -0.611  C6 1.091
16 H 2.971 -1.190 0.135  C6 1.120
17 H 1.033 -1.238 2.644  C7 1.089
18 H -0.625 -1.491 1.791  C7 1.075
19 H 0.922 -2.422 1.353  C7 1.118
20 H 2.541 2.476 0.166  O22 0.926
21 H 1.494 3.222 -0.612  O22 0.946
22 O 2.284 2.709 -0.693  H20 0.926, H21 0.946

Values from the calculation:
Charge: -1
Spin multiplicity: 2
<S²>: 0.751

Let us look at the Mulliken charges, expressed in e, one per atom:
1. C -0.3561
2. O -0.3835
3. C -1.0254
4. C -1.2486
5. C 1.4467
6. C -1.1039
7. C -1.7609
8. H 0.2731
9. H 0.1381
10. H 0.2093
11. H 0.6687
12. H 0.3004
13. H 0.8861
14. H -0.5415
15. H 0.5425
16. H 0.1790
17. H 0.5531
18. H 0.1637
19. H 0.2631
20. H 0.5325
21. H 0.4454
22. O -1.1816

Verdict on stability: i comes out on top.

i:
Below is one molecule with the formula C21H26O3, with properties calculated with the ωB97M-V functional and the def2-TZVPD basis.

Each atom is followed by the atoms it is bonded to, with distances in Å.
Geometry (Å):
1 C 0.545 2.026 -2.790  C2 1.492, H48 1.089, H49 1.086, H50 1.090
2 C 0.398 0.663 -2.200  C1 1.492, C3 1.347, C8 1.477
3 C 1.448 -0.051 -1.748  C2 1.347, C4 1.478, C44 1.495
4 C 1.263 -1.414 -1.207  C3 1.478, O5 1.220, C6 1.480
5 O 2.216 -2.143 -0.989  C4 1.220
6 C -0.124 -1.846 -0.921  C4 1.480, C7 1.347, C14 1.500
7 C -1.174 -1.110 -1.334  C6 1.347, C8 1.480, C10 1.495
8 C -0.962 0.088 -2.177  C2 1.477, C7 1.480, O9 1.220
9 O -1.862 0.550 -2.857  C8 1.220
10 C -2.600 -1.474 -1.070  C7 1.495, H11 1.088, H12 1.087, H13 1.089
11 H -2.793 -1.506 0.001  C10 1.088
12 H -3.249 -0.731 -1.526  C10 1.087
13 H -2.840 -2.451 -1.488  C10 1.089
14 C -0.271 -3.120 -0.143  C6 1.500, H15 1.091, H16 1.089, C17 1.543
15 H 0.514 -3.812 -0.454  C14 1.091
16 H -1.237 -3.573 -0.360  C14 1.089
17 C -0.137 -2.866 1.373  C14 1.543, C18 1.528, H42 1.092, H43 1.093
18 C 1.280 -3.122 1.883  C17 1.528, H19 1.092, H20 1.091, C21 1.533
19 H 1.446 -4.198 1.973  C18 1.092
20 H 2.004 -2.732 1.165  C18 1.091
21 C 1.525 -2.452 3.239  C18 1.533, C22 1.450, H40 1.095, H41 1.094
22 C 1.537 -1.009 3.089  C21 1.450, C23 1.198
23 C 1.560 0.173 2.897  C22 1.198, C24 1.451
24 C 1.561 1.604 2.654  C23 1.451, C25 1.532, H38 1.095, H39 1.094
25 C 0.692 1.962 1.444  C24 1.532, H26 1.093, H27 1.092, C28 1.531
26 H 0.754 3.038 1.261  C25 1.093
27 H 1.066 1.443 0.559  C25 1.092
28 C -0.771 1.569 1.670  C25 1.531, C29 1.448, H36 1.094, H37 1.095
29 C -1.609 2.003 0.571  C28 1.448, C30 1.200
30 C -2.310 2.374 -0.328  C29 1.200, C31 1.454
31 C -3.122 2.905 -1.411  C30 1.454, H32 1.102, O33 1.415, H35 1.096
32 H -4.187 2.837 -1.131  C31 1.102
33 O -2.780 4.234 -1.753  C31 1.415, H34 0.963
34 H -2.822 4.779 -0.960  O33 0.963
35 H -2.958 2.306 -2.313  C31 1.096
36 H -0.842 0.482 1.777  C28 1.094
37 H -1.137 2.024 2.597  C28 1.095
38 H 1.187 2.121 3.545  C24 1.095
39 H 2.589 1.934 2.477  C24 1.094
40 H 0.744 -2.741 3.950  C21 1.095
41 H 2.490 -2.773 3.642  C21 1.094
42 H -0.836 -3.509 1.912  C17 1.092
43 H -0.411 -1.830 1.587  C17 1.093
44 C 2.851 0.460 -1.811  C3 1.495, H45 1.090, H46 1.087, H47 1.089
45 H 3.145 0.641 -2.845  C44 1.090
46 H 3.526 -0.273 -1.377  C44 1.087
47 H 2.942 1.403 -1.273  C44 1.089
48 H 1.285 2.025 -3.589  C1 1.089
49 H -0.410 2.362 -3.185  C1 1.086
50 H 0.876 2.731 -2.028  C1 1.090

Values from the calculation:
SMILES: CC1=C(C)C(=O)C(CCCCC#CCCCC#CCO)=C(C)C1=O
Spin multiplicity: 1

Let us look at the Mulliken charges, expressed in e, one per atom:
1. C -2.1888
2. C 0.9851
3. C 0.8544
4. C 0.8340
5. O -0.7209
6. C 0.5946
7. C 0.6576
8. C 0.9270
9. O -0.6999
10. C -2.3897
11. H 0.3605
12. H 0.3569
13. H 0.4704
14. C -1.4715
15. H 0.4779
16. H 0.4499
17. C 0.1258
18. C -0.4831
19. H 0.3637
20. H 0.1964
21. C -0.8467
22. C 0.0776
23. C -0.0062
24. C -0.8078
25. C -0.0022
26. H 0.4576
27. H -0.2916
28. C 0.0215
29. C -0.1255
30. C -0.1046
31. C -0.5014
32. H 0.3171
33. O -0.5448
34. H 0.3285
35. H 0.2509
36. H -0.1297
37. H 0.4688
38. H 0.3231
39. H 0.3310
40. H 0.3110
41. H 0.3286
42. H 0.4000
43. H -0.3474
44. C -1.8199
45. H 0.3859
46. H 0.3613
47. H 0.3534
48. H 0.4677
49. H 0.3578
50. H 0.2855

ii:
Below is one molecule with the formula C21H26O3, with properties calculated with the ωB97M-V functional and the def2-TZVPD basis.

Each atom is followed by the atoms it is bonded to, with distances in Å.
Geometry (Å):
1 C 1.708 5.400 3.557  C3 1.191, C16 1.437
2 C 1.921 -0.589 1.906  C4 1.223, C20 1.503
3 C 1.586 4.227 3.723  C1 1.191, C21 1.510
4 C 1.269 0.443 1.845  C2 1.223, C22 1.460
5 O -1.179 -0.161 -0.491  C10 1.304, H25 0.972
6 O -1.757 -2.920 -5.021  C11 1.327, H26 0.975
7 O 2.058 6.870 5.116  C16 1.313, H27 0.952
8 C 1.188 -1.526 -1.599  C9 1.411, C12 1.516, H28 1.047
9 C 1.236 -2.259 -0.394  C8 1.411, C23 1.464, H29 1.156
10 C -1.224 -0.963 -1.519  O5 1.304, C12 1.397, C14 1.413
11 C -1.661 -2.452 -3.783  O6 1.327, C13 1.371, C15 1.398
12 C -0.194 -1.597 -2.218  C8 1.516, C10 1.397, C13 1.369
13 C -0.381 -2.423 -3.293  C11 1.371, C12 1.369, C17 1.523
14 C -2.533 -1.137 -2.022  C10 1.413, C15 1.362, C18 1.455
15 C -2.753 -1.823 -3.178  C11 1.398, C14 1.362, C19 1.483
16 C 2.010 6.782 3.807  C1 1.437, O7 1.313, H30 1.092, H31 1.131
17 C 0.688 -3.262 -3.980  C13 1.523, H32 1.035, H33 1.051, H34 1.080
18 C -3.697 -0.620 -1.320  C14 1.455, H35 1.116, H36 1.162, H37 1.061
19 C -4.091 -1.748 -3.816  C15 1.483, H38 1.120, H39 1.075, H40 1.115
20 C 2.450 -1.995 1.854  C2 1.503, C23 1.557, H41 1.047, H42 1.098
21 C 1.598 2.731 3.932  C3 1.510, C24 1.527, H43 1.150, H44 1.045
22 C 0.399 1.612 1.950  C4 1.460, C24 1.487, H45 1.089, H46 1.145
23 C 2.496 -2.364 0.343  C9 1.464, C20 1.557, H47 1.110, H48 1.125
24 C 0.387 1.975 3.392  C21 1.527, C22 1.487, H49 1.084, H50 1.133
25 H -0.443 -0.428 0.086  O5 0.972
26 H -2.420 -3.634 -4.976  O6 0.975
27 H 2.437 6.071 5.468  O7 0.952
28 H 2.148 -1.440 -2.010  C8 1.047
29 H 0.260 -2.621 0.109  C9 1.156
30 H 1.206 7.355 3.341  C16 1.092
31 H 3.008 7.053 3.351  C16 1.131
32 H 0.167 -4.150 -4.082  C17 1.035
33 H 1.572 -3.425 -3.434  C17 1.051
34 H 0.838 -2.786 -4.937  C17 1.080
35 H -4.694 -1.091 -1.488  C18 1.116
36 H -3.851 0.520 -1.489  C18 1.162
37 H -3.622 -0.791 -0.276  C18 1.061
38 H -4.782 -2.454 -3.286  C19 1.120
39 H -4.135 -2.010 -4.857  C19 1.075
40 H -4.600 -0.759 -3.755  C19 1.115
41 H 1.890 -2.636 2.465  C20 1.047
42 H 3.486 -2.001 2.219  C20 1.098
43 H 2.559 2.351 3.428  C21 1.150
44 H 1.776 2.531 4.942  C21 1.045
45 H 0.803 2.441 1.371  C22 1.089
46 H -0.682 1.436 1.618  C22 1.145
47 H 3.319 -1.807 -0.154  C23 1.110
48 H 2.588 -3.483 0.280  C23 1.125
49 H -0.503 2.591 3.427  C24 1.084
50 H 0.148 0.965 3.847  C24 1.133

Values from the calculation:
SMILES: Cc1c(C)c(O)c(/C=C/CCC#CCCCC#CCO)c(C)c1O
Spin multiplicity: 1

Let us look at the Mulliken charges, expressed in e, one per atom:
1. C 0.2321
2. C 0.6274
3. C -0.1881
4. C -0.6084
5. O -0.6358
6. O -0.6762
7. O -0.4771
8. C -1.4858
9. C 0.1528
10. C -0.4178
11. C 0.6564
12. C 1.4486
13. C 0.0504
14. C 1.7293
15. C 0.4821
16. C -0.4460
17. C -1.8712
18. C -2.1437
19. C -1.9048
20. C -0.7881
21. C -0.7480
22. C -0.3152
23. C -0.7414
24. C -0.8791
25. H -0.0891
26. H 0.2745
27. H 0.2853
28. H 0.6107
29. H 0.3902
30. H 0.2857
31. H 0.2289
32. H 0.4313
33. H 0.4678
34. H 0.3243
35. H 0.3813
36. H 0.2585
37. H 0.4081
38. H 0.3745
39. H 0.4315
40. H 0.3563
41. H 0.4335
42. H 0.3235
43. H 0.2967
44. H 0.4845
45. H 0.3100
46. H 0.2264
47. H 0.4055
48. H 0.2334
49. H 0.4337
50. H 0.3804

Verdict on stability: i comes out on top.